# 1
{
  "formula": "C5H10O2",
  "method": "ωB97M-V with the def2-TZVPD basis set",
  "homo_ev": -9.86,
  "homo_lumo_gap_ev": 10.70,
  "e_tot_ha": -346.895034,
  "largest_force_ev_per_a": 2.29,
  "relative_energy_kcal_mol": 81.83,
  "species": ["C", "C", "C", "C", "O", "C", "H", "H", "H", "H", "H", "H", "H", "H", "O", "H", "H"],
  "coordinates": [[-2.66, 0.73, -1.90], [-1.76, 0.49, -0.75], [-0.90, 0.25, 0.03], [0.15, -0.05, 1.05], [1.32, 0.63, 0.72], [2.28, 0.32, 1.70], [-3.72, 0.65, -1.63], [-2.58, 1.76, -2.18], [-2.57, 0.01, -2.75], [-0.12, 0.21, 2.13], [0.31, -1.14, 1.09], [3.26, 0.73, 1.46], [2.45, -0.73, 1.85], [1.96, 0.72, 2.64], [0.91, -1.93, -1.15], [0.11, -1.44, -1.42], [1.55, -1.20, -0.87]]
}

***

# 2
{
  "formula": "C5H10O2",
  "method": "ωB97M-V with the def2-TZVPD basis set",
  "homo_ev": -9.21,
  "homo_lumo_gap_ev": 10.00,
  "e_tot_ha": -346.846044,
  "largest_force_ev_per_a": 0.73,
  "relative_energy_kcal_mol": 112.57,
  "species": ["C", "C", "O", "C", "C", "C", "O", "H", "H", "H", "H", "H", "H", "H", "H", "H", "H"],
  "coordinates": [[-1.18, 0.50, -0.17], [-0.69, -0.89, -0.59], [-0.31, -0.92, -1.96], [0.46, -1.28, 0.37], [1.05, 0.02, 0.95], [0.55, 1.22, 0.16], [0.45, 2.41, 0.73], [-1.74, 0.43, 0.77], [-0.62, 1.64, 0.34], [-1.76, 1.00, -0.95], [-1.51, -1.60, -0.53], [0.28, -0.18, -2.13], [0.07, -1.91, 1.18], [1.19, -1.88, -0.18], [2.14, 0.05, 0.93], [0.74, 0.19, 1.99], [0.87, 1.19, -0.90]]
}

***

# 3
{
  "formula": "C5H10O2",
  "method": "ωB97M-V with the def2-TZVPD basis set",
  "homo_ev": -9.69,
  "homo_lumo_gap_ev": 10.45,
  "e_tot_ha": -346.942235,
  "largest_force_ev_per_a": 3.54,
  "relative_energy_kcal_mol": 52.21,
  "species": ["O", "C", "C", "C", "C", "C", "O", "H", "H", "H", "H", "H", "H", "H", "H", "H", "H"],
  "coordinates": [[-2.15, 0.84, -1.58], [-1.99, 0.10, -0.63], [-0.84, -0.92, -0.71], [0.44, -0.25, -1.11], [0.92, 0.88, -0.15], [0.84, 0.42, 1.35], [1.42, -0.82, 1.54], [-2.79, 0.11, 0.13], [-1.23, -1.81, -1.22], [-0.87, -1.21, 0.35], [0.19, 0.10, -2.13], [1.36, -0.80, -1.36], [1.98, 1.08, -0.34], [0.38, 1.82, -0.21], [-0.24, 0.44, 1.60], [1.30, 1.18, 2.03], [1.27, -1.14, 2.44]]
}

***

# 4
{
  "formula": "C5H10O2",
  "method": "ωB97M-V with the def2-TZVPD basis set",
  "homo_ev": -8.15,
  "homo_lumo_gap_ev": 8.82,
  "e_tot_ha": -346.857103,
  "largest_force_ev_per_a": 4.29,
  "relative_energy_kcal_mol": 105.63,
  "species": ["C", "C", "C", "C", "O", "H", "H", "H", "H", "H", "H", "C", "O", "H", "H", "H", "H"],
  "coordinates": [[1.51, -0.03, 1.20], [0.54, -0.51, 0.40], [0.42, -0.09, -1.28], [1.28, 1.03, -1.82], [-0.11, -0.91, -2.03], [1.74, 1.02, 1.25], [2.08, -0.71, 1.82], [0.31, -1.58, 0.41], [2.14, 0.62, -2.35], [0.68, 1.62, -2.52], [1.64, 1.70, -1.03], [-2.26, -0.56, 1.27], [-1.25, 0.34, 0.76], [-3.22, -0.05, 1.28], [-2.31, -1.44, 0.63], [-1.96, -0.85, 2.28], [-1.24, 0.42, -0.27]]
}

***

# 5
{
  "formula": "C5H10O2",
  "method": "ωB97M-V with the def2-TZVPD basis set",
  "homo_ev": -9.31,
  "homo_lumo_gap_ev": 9.95,
  "e_tot_ha": -346.868040,
  "largest_force_ev_per_a": 0.67,
  "relative_energy_kcal_mol": 98.77,
  "species": ["C", "C", "C", "O", "C", "H", "H", "H", "H", "H", "H", "H", "H", "C", "O", "H", "H"],
  "coordinates": [[-0.64, 0.59, -0.52], [0.18, 1.11, 0.38], [1.59, 1.01, -0.12], [1.52, 0.17, -1.25], [0.16, 0.01, -1.66], [-1.72, 0.69, -0.52], [-0.11, 1.62, 1.29], [2.33, 0.61, 0.58], [1.89, 2.03, -0.40], [-0.01, -1.06, -1.85], [-0.05, 0.56, -2.59], [-0.05, -0.66, 2.28], [0.60, -0.34, 2.09], [-1.42, -1.58, 0.56], [-1.78, -1.35, 1.69], [-0.38, -1.88, 0.31], [-2.12, -1.53, -0.29]]
}

***

# 6
{
  "formula": "C5H10O2",
  "method": "ωB97M-V with the def2-TZVPD basis set",
  "homo_ev": -8.30,
  "homo_lumo_gap_ev": 8.91,
  "e_tot_ha": -346.787347,
  "largest_force_ev_per_a": 0.66,
  "relative_energy_kcal_mol": 149.40,
  "species": ["C", "O", "C", "C", "O", "C", "C", "H", "H", "H", "H", "H", "H", "H", "H", "H", "H"],
  "coordinates": [[2.11, 0.95, -0.44], [0.70, 0.91, -0.52], [0.21, -0.39, -0.66], [0.35, -1.47, 0.43], [-0.97, -1.78, 0.36], [-1.31, -0.59, -0.46], [-2.01, 0.46, 0.37], [2.48, 0.42, 0.45], [2.58, 0.51, -1.33], [2.40, 2.01, -0.37], [0.55, -0.84, -1.61], [0.53, -0.29, 1.87], [0.82, -1.19, 1.54], [-1.89, -0.89, -1.34], [-2.07, 1.40, -0.19], [-3.03, 0.13, 0.62], [-1.46, 0.65, 1.30]]
}

***

# 7
{
  "formula": "C5H10O2",
  "method": "ωB97M-V with the def2-TZVPD basis set",
  "homo_ev": -9.86,
  "homo_lumo_gap_ev": 10.70,
  "e_tot_ha": -346.970966,
  "largest_force_ev_per_a": 0.65,
  "relative_energy_kcal_mol": 34.18,
  "species": ["C", "C", "C", "O", "C", "C", "O", "H", "H", "H", "H", "H", "H", "H", "H", "H", "H"],
  "coordinates": [[-2.36, -0.51, -0.40], [-1.07, 0.28, -0.57], [-0.02, -0.11, 0.47], [0.24, -1.48, 0.30], [1.22, 0.82, 0.39], [2.57, 0.24, 0.06], [2.88, -0.93, -0.04], [-3.10, -0.22, -1.15], [-2.15, -1.58, -0.51], [-2.79, -0.35, 0.59], [-0.62, 0.09, -1.56], [-1.27, 1.36, -0.50], [-0.46, 0.05, 1.47], [1.17, -1.66, 0.51], [1.36, 1.36, 1.33], [1.05, 1.63, -0.33], [3.34, 1.03, -0.06]]
}

***

# 8
{
  "formula": "C5H10O2",
  "method": "ωB97M-V with the def2-TZVPD basis set",
  "homo_ev": -8.75,
  "homo_lumo_gap_ev": 9.43,
  "e_tot_ha": -346.890968,
  "largest_force_ev_per_a": 5.05,
  "relative_energy_kcal_mol": 84.38,
  "species": ["C", "C", "C", "C", "C", "O", "O", "H", "H", "H", "H", "H", "H", "H", "H", "H", "H"],
  "coordinates": [[0.90, -1.00, 0.36], [-1.53, 0.25, 0.37], [2.01, -0.32, -0.41], [-1.29, 1.50, -0.43], [0.13, -0.13, 1.23], [-0.26, -1.40, -0.76], [0.32, 0.41, 2.28], [-0.43, -2.35, -0.95], [1.14, -1.96, 0.81], [-2.20, -0.46, -0.09], [-1.97, 0.44, 1.35], [2.84, -0.07, 0.26], [2.38, -0.97, -1.21], [1.66, 0.60, -0.87], [-0.64, 2.20, 0.10], [-2.24, 2.00, -0.65], [-0.82, 1.26, -1.39]]
}